Model 1:
14
Properties=species:S:1:pos:R:3 method="wB97M-V/def2-TZVPD" gap_ev=9.7 e_homo_ev=-8.9
C 1.88097 -1.22388 1.13486
C 1.36426 -0.56559 0.05327
C -0.52245 1.78851 -0.80990
N -1.59862 -1.03992 -0.38554
Si -0.43123 0.08869 0.01080
H 2.89991 -1.74224 1.00944
H 1.37174 -1.35110 1.98747
H 1.85749 -0.32604 -0.94623
H 0.34838 2.07903 -1.46706
H -1.35259 1.87444 -1.49465
H -0.54116 2.55072 -0.05312
H -2.28563 -1.42371 0.27822
H -1.94805 -0.97321 -1.28118
H -1.04302 0.26430 1.96363



Model 2:
14
Properties=species:S:1:pos:R:3 method="wB97M-V/def2-TZVPD" smiles=[SiH3]NC1CC1 gap_ev=9.7 e_homo_ev=-8.6
Si 2.33478 0.04997 0.19347
N 0.70806 0.11805 -0.51286
C -0.39381 -0.14475 0.32848
C -1.72107 0.65353 0.16922
C -1.61778 -0.74966 -0.33358
H 3.29120 -1.10211 0.41676
H 1.96227 0.52733 1.58391
H 3.08987 1.06666 -0.50293
H 0.45387 -0.05405 -1.48931
H -0.10595 -0.44362 1.26455
H -1.96416 1.47075 -0.61210
H -2.28483 0.92626 0.98392
H -2.29973 -1.49996 -0.06674
H -1.45272 -0.81840 -1.42279



Least stable structure among those shown: model 2.